Computed, not measured: a molecular structure, C31H54ClLuP, with the ωB97M-V functional and the def2-TZVPD basis.

Computed properties:
HOMO-LUMO gap	5.2	eV
highest occupied orbital energy	-2.58	eV
relative energy (zero: lowest compared OMol25 entry of this formula, charge and spin)	0.0	kJ/mol
largest force on an atom	4.453	eV/A
calculated total energy	-3250.69032	Ha
total charge	-1

```
88
C31H54ClLuP (the ωB97M-V functional and the def2-TZVPD basis)
Lu -0.1780 0.6971 0.4344
Cl -2.5936 1.0179 0.0061
P 0.0266 0.2892 -2.3830
C -0.2436 1.1147 2.5134
H 0.6745 1.4887 2.9696
H -1.1397 1.4797 3.0214
C 1.4899 -0.5863 -3.1393
C 0.1003 2.1387 -2.7546
C 2.8045 0.0451 -2.6491
H 1.4040 -1.5893 -2.6777
C 3.9901 -0.8546 -3.0091
H 2.9430 1.0297 -3.1217
H 2.7710 0.2377 -1.5654
C 4.0386 -1.1916 -4.5048
H 4.9208 -0.3630 -2.7050
H 3.9098 -1.7859 -2.4324
C 2.6931 -1.6855 -5.0493
H 4.3473 -0.2987 -5.0647
H 4.8052 -1.9547 -4.6844
C 1.5079 -0.7845 -4.6553
H 2.7373 -1.7662 -6.1412
H 2.5016 -2.6948 -4.6586
H 1.6000 0.1884 -5.1604
H 0.5711 -1.2371 -5.0104
C -1.5688 -0.3646 -3.1225
C 0.6865 2.4747 -4.1258
H -0.9671 2.4268 -2.7452
C 0.5489 3.9790 -4.4004
H 1.7484 2.1895 -4.1555
H 0.1814 1.9070 -4.9223
C 1.1908 4.8435 -3.3058
H 1.0051 4.2084 -5.3704
H -0.5198 4.2276 -4.4749
C 0.7836 4.4376 -1.8903
H 2.2834 4.7904 -3.3999
H 0.9149 5.8904 -3.4712
C 0.8128 2.9203 -1.6336
H 1.4356 4.9296 -1.1587
H -0.2382 4.7870 -1.6911
H 1.8511 2.5699 -1.5358
H 0.3384 2.7737 -0.6335
C -1.6356 -1.9012 -3.0593
H -2.2999 0.0264 -2.3881
C -3.0239 -2.4113 -3.4758
H -0.8678 -2.3399 -3.7160
H -1.4126 -2.2495 -2.0389
C -3.5024 -1.8377 -4.8148
H -3.0079 -3.5058 -3.5253
H -3.7432 -2.1328 -2.6937
C -3.3504 -0.3145 -4.9023
H -2.9355 -2.3051 -5.6306
H -4.5537 -2.1061 -4.9710
C -1.9530 0.1848 -4.4963
H -3.5746 0.0255 -5.9201
H -4.0865 0.1532 -4.2332
H -1.2139 -0.1236 -5.2519
H -1.9552 1.2841 -4.4887
C 0.1848 -1.2965 1.3864
C -0.2079 -0.5209 2.5346
H 1.1581 -0.9639 0.9492
C -1.5134 -1.0331 3.2333
H 0.6011 -0.7083 3.2608
C -1.4297 -2.5464 3.4308
H -1.5987 -0.5257 4.2067
H -2.3988 -0.7678 2.6379
C -1.2275 -3.3006 2.1231
H -0.5764 -2.7446 4.0885
H -2.3235 -2.9167 3.9459
C -0.0684 -2.7578 1.2675
H -1.0633 -4.3621 2.3415
H -2.1505 -3.2566 1.5340
H 0.8486 -3.3177 1.5396
H -0.2592 -3.0237 0.2143
C 5.0771 0.3243 2.0517
C 3.7699 1.0174 2.4404
C 3.1746 0.2780 3.6451
C 4.0436 2.4764 2.8127
C 2.8472 1.0118 1.3170
C 2.0940 1.1001 0.3467
H 5.7900 0.3754 2.8825
H 5.5246 0.8044 1.1781
H 4.8959 -0.7277 1.8130
H 3.8828 0.3017 4.4830
H 2.2376 0.7357 3.9758
H 2.9668 -0.7689 3.3966
H 4.4611 3.0104 1.9538
H 3.1140 2.9771 3.1028
H 4.7520 2.5427 3.6455
```

Computed, not measured: a molecular structure, C31H55AuBN7OSeSi, with the ωB97M-V functional and the def2-TZVPD basis.

Computed properties:
HOMO-LUMO gap (alpha / beta)	8.4 / 4.2	eV
highest occupied orbital energy (alpha / beta)	-8.00 / -7.95	eV
multiplicity	3
relative energy (zero: lowest compared OMol25 entry of this formula, charge and spin)	35.1	kJ/mol
expectation value of S²	2.013
largest force on an atom	4.106	eV/A
calculated total energy	-4524.13853	Ha
total charge	0

```
98
C31H55AuBN7OSeSi (the ωB97M-V functional and the def2-TZVPD basis)
Au 10.8664 12.8756 10.1937
C 6.8832 11.5721 11.3832
C 6.6336 10.1617 10.8627
C 6.0290 9.2388 12.0037
C 7.9750 9.4984 10.4877
C 8.1878 8.2441 9.9436
C 9.5862 7.9816 10.0262
C 10.3913 6.7793 9.5726
C 9.3096 5.7795 9.0586
C 11.5521 6.8896 8.5623
N 10.1693 9.1391 10.4696
N 9.1906 10.0346 10.8655
B 11.7335 9.5052 10.8201
N 11.6037 10.4615 12.0205
N 11.5357 11.9633 11.8408
C 11.6301 12.4875 13.1037
C 11.7418 11.4929 14.0627
C 11.7503 10.2390 13.3532
C 11.7049 8.8811 13.9147
C 11.6523 8.9761 15.4498
C 12.8509 7.9104 13.4962
C 11.6275 14.0108 13.3747
C 12.6210 14.7986 12.5672
C 10.2547 14.6453 13.2171
N 12.6213 10.0615 9.6158
N 11.9776 10.6723 8.6161
C 12.9149 11.3704 7.9807
C 14.2290 11.0587 8.4837
C 13.9626 10.1806 9.5691
C 14.8948 9.4927 10.4445
C 15.3005 10.4083 11.6060
C 16.2088 8.9554 9.7211
C 12.5904 12.1448 6.7618
C 13.6593 11.9674 5.6854
C 11.1460 11.8510 6.1705
H 5.9628 12.0800 11.6101
H 7.3255 12.1614 10.6096
H 7.5096 11.5588 12.2696
H 6.0596 10.1108 9.9232
H 6.8202 9.0170 12.7261
H 5.7310 8.2553 11.6864
H 5.2967 9.7663 12.6502
H 7.3828 7.7410 9.3826
H 10.8806 6.3033 10.4523
H 9.0131 6.0378 8.0702
H 8.3585 5.8810 9.6046
H 9.5968 4.6958 9.1096
H 12.4558 6.9692 9.1338
H 11.4996 7.6736 7.8093
H 11.7020 5.9229 8.0867
H 12.2116 8.4516 10.9589
H 11.7879 11.5996 15.1208
H 10.7753 8.3755 13.5839
H 10.6935 9.4201 15.8190
H 12.5033 9.4669 15.9257
H 11.5858 8.0001 15.9030
H 13.7870 8.4788 13.4292
H 12.6540 7.5449 12.4508
H 12.9366 7.1587 14.3175
H 12.0651 14.0435 14.4231
H 13.5341 14.2521 12.5059
H 12.7122 15.8878 12.8293
H 12.3937 15.0106 11.5087
H 9.8549 14.5916 12.2128
H 10.1739 15.6578 13.6442
H 9.6073 14.1632 13.9145
H 15.1797 11.1036 7.9638
H 14.2668 8.5983 10.8496
H 16.3523 10.8680 11.4244
H 15.5420 9.8367 12.5636
H 14.6270 11.2593 11.7758
H 16.8153 9.5727 9.0637
H 15.8481 8.2660 8.9435
H 16.8184 8.3751 10.3865
H 12.4466 13.2020 7.0850
H 13.8242 10.8732 5.4545
H 14.6616 12.3135 5.9540
H 13.5028 12.6574 4.7935
H 11.1099 11.0543 5.4704
H 10.8609 12.8376 5.7538
H 10.4327 11.7638 6.9818
O 7.8897 13.7016 7.7510
C 8.9519 13.7932 8.2525
N 10.0458 13.8906 8.7667
C 18.4367 17.1062 11.0549
Si 18.3632 15.3692 11.8079
C 18.4033 15.4453 13.6768
C 19.9201 14.3215 11.1777
Se 16.7041 14.0569 11.0174
H 19.5045 17.2741 10.8681
H 18.1986 17.9019 11.7595
H 17.8554 17.2673 10.1149
H 17.7296 16.2942 13.9985
H 19.4175 15.6163 14.1642
H 18.0412 14.5623 14.2251
H 20.9435 14.7746 11.3469
H 19.6993 14.1146 10.0330
H 19.8197 13.3192 11.6529
```

Computed, not measured: a molecular structure, C31H56BN3O10S, with the ωB97M-V functional and the def2-TZVPD basis.

Computed properties:
HOMO-LUMO gap	7.7	eV
highest occupied orbital energy	-7.69	eV
largest force on an atom	1.489	eV/A
calculated total energy	-2554.64744	Ha
total charge	0

```
102
C31H56BN3O10S (the ωB97M-V functional and the def2-TZVPD basis)
C -1.3575 4.1800 1.5081
C -2.2309 5.2586 0.8817
C -1.6229 6.6504 0.9712
C -2.4287 7.7528 0.1969
C -3.8751 7.4100 -0.0252
C -4.2846 6.7028 -1.1113
C -5.6434 6.3145 -1.3407
N -5.9480 5.5961 -2.5080
C -6.6032 6.6641 -0.4390
O -7.9208 6.3058 -0.6527
B -8.5332 5.6334 0.3808
O -9.9260 5.7063 0.4503
O -7.8315 4.8966 1.3092
C -6.2168 7.4287 0.6806
N -7.0404 7.8649 1.6316
S -6.1701 8.6796 2.7036
N -4.6995 8.5192 2.0404
C -4.8601 7.8260 0.9302
H -1.8535 3.2191 1.3710
H -0.3815 4.1158 1.0422
H -1.2609 4.3027 2.5861
H -2.3433 5.0075 -0.1737
H -3.2162 5.1998 1.3432
H -0.6445 6.6109 0.5156
H -1.5762 6.9635 2.0094
H -2.4004 8.6447 0.8186
H -1.9480 7.9997 -0.7461
H -3.5188 6.4118 -1.8158
H -6.6380 4.8810 -2.3067
H -5.1176 5.1146 -2.8301
H -10.1360 6.5386 0.8888
H -7.9894 5.2572 2.1866
C -0.1826 0.4273 -0.9984
C 0.4206 1.8041 -1.0350
O -0.2647 2.7996 -1.1230
C 1.9280 1.8924 -0.9527
H -1.2592 0.5031 -1.0650
H 0.1848 -0.1630 -1.8403
H 0.0838 -0.0704 -0.0666
H 2.3782 1.3609 -1.7926
H 2.2752 1.4486 -0.0181
H 2.2358 2.9359 -0.9888
C 2.7695 -2.3811 -1.4762
C 1.8645 -2.8428 -0.3626
O 1.3412 -2.0586 0.3990
C 1.6392 -4.3289 -0.2411
H 2.8474 -1.2942 -1.4503
H 3.7612 -2.8117 -1.3533
H 2.3640 -2.6880 -2.4371
H 2.5872 -4.8386 -0.0660
H 1.1887 -4.7117 -1.1578
H 0.9741 -4.5304 0.5933
C 3.5979 -7.1273 -2.8694
C 4.2127 -5.7500 -2.9248
O 3.5247 -4.7570 -3.0209
C 5.7147 -5.6767 -2.8508
H 2.5146 -7.0439 -2.9295
H 3.9566 -7.7289 -3.7056
H 3.8661 -7.6177 -1.9325
H 6.1579 -6.2211 -3.6827
H 6.0602 -6.1073 -1.9170
H 6.0259 -4.6341 -2.9015
C 0.4187 -7.4447 3.8926
C 0.0590 -7.2353 2.4415
O 0.8690 -6.8315 1.6408
C -1.3606 -7.5525 2.0364
H 1.4620 -7.1802 4.0480
H -0.2060 -6.8145 4.5274
H 0.2719 -8.4904 4.1672
H -2.0576 -6.9267 2.5959
H -1.5806 -8.6026 2.2347
H -1.4849 -7.3588 0.9734
C 8.1974 -9.4489 -0.4103
C 8.3926 -8.5143 -1.5786
O 7.4679 -7.8969 -2.0569
C 9.7932 -8.3834 -2.1237
H 7.1498 -9.4497 -0.1180
H 8.4892 -10.4621 -0.6900
H 8.8023 -9.1207 0.4362
H 10.1501 -9.3533 -2.4730
H 10.4631 -8.0116 -1.3470
H 9.7939 -7.6844 -2.9567
C -4.8664 -0.6600 0.5204
C -3.8202 -1.4483 -0.2299
O -2.9272 -0.9004 -0.8316
C -3.9384 -2.9533 -0.1935
H -4.6640 0.4032 0.4136
H -5.8574 -0.8757 0.1181
H -4.8431 -0.9209 1.5796
H -4.8909 -3.2640 -0.6257
H -3.8768 -3.3076 0.8367
H -3.1268 -3.3931 -0.7687
C 2.7650 5.3490 0.8529
C 2.3109 6.3671 1.8722
O 1.1378 6.5631 2.0825
C 3.3878 7.1251 2.6122
H 1.8945 4.8807 0.3973
H 3.3548 5.8362 0.0744
H 3.3705 4.5799 1.3357
H 4.0032 7.6858 1.9068
H 4.0194 6.4303 3.1680
H 2.9259 7.8200 3.3098
```

Computed, not measured: 3 unconnected molecules or ions with the total composition C31H57BClF3NO11, with the ωB97M-V functional and the def2-TZVPD basis.

Computed properties:
HOMO-LUMO gap	7.4	eV
highest occupied orbital energy	-5.64	eV
largest force on an atom	0.998	eV/A
calculated total energy	-2882.64865	Ha
total charge	-1

```
105
C31H57BClF3NO11 (the ωB97M-V functional and the def2-TZVPD basis)
C -0.9488 3.2755 1.8622
O -0.7083 3.1294 0.4856
C -1.2531 1.9227 -0.0164
C -1.0717 1.8779 -1.5331
C -0.4800 0.5609 -2.0814
C 0.7795 0.7234 -2.9504
N 0.5067 1.2040 -4.3370
C 1.5695 2.0609 -4.8813
C -0.7597 1.8361 -4.5688
C -1.8786 0.9598 -5.0680
O -0.9206 3.0326 -4.4933
O 1.6687 1.5656 -2.2991
B 2.5446 0.7952 -1.4032
Cl 2.0747 1.0015 0.4764
C 4.0690 1.3176 -1.5319
C 5.0704 0.6964 -0.5390
C 5.4797 1.6684 0.5599
O 5.7240 1.0086 1.8304
C 6.6187 0.0050 1.7969
C 6.1519 -1.2279 2.5217
O 7.7000 0.0939 1.2630
O 2.2666 -0.6080 -1.7437
C 1.5618 -0.6630 -2.9377
C 2.5715 -0.8340 -4.0818
C 3.3827 -2.1286 -3.9492
C 4.7707 -2.0256 -3.3675
F 4.8253 -2.1242 -2.0408
F 5.5362 -3.0544 -3.8374
F 5.4230 -0.9034 -3.7154
O 0.7328 -1.8133 -2.8365
C -0.1546 -2.0529 -3.9145
C 0.2705 -3.1675 -4.8987
C 0.2041 -2.6211 -6.3337
C -0.6564 -4.4006 -4.7746
C -0.6967 -4.9349 -3.3383
C -0.1980 -5.5420 -5.7179
H -0.3573 2.5673 2.4524
H -0.6362 4.2847 2.1432
H -2.0111 3.1736 2.1036
H -0.7750 1.0610 0.4666
H -2.3199 1.8869 0.2572
H -2.0600 2.0087 -1.9848
H -0.4902 2.7489 -1.8289
H -1.2700 0.0439 -2.6289
H -0.2215 -0.1058 -1.2581
H 1.6311 1.9115 -5.9648
H 1.3889 3.1179 -4.6896
H 2.5264 1.8011 -4.4479
H -2.8000 1.5395 -5.0862
H -2.0257 0.0917 -4.4318
H -1.6199 0.5960 -6.0642
H 4.0234 2.3979 -1.3357
H 4.4515 1.2356 -2.5546
H 5.9739 0.4138 -1.0887
H 4.6816 -0.2219 -0.0943
H 6.3712 2.2370 0.2841
H 4.6773 2.3741 0.7671
H 5.0955 -1.1489 2.7683
H 6.7162 -1.3493 3.4480
H 6.3345 -2.0954 1.8909
H 3.2313 0.0261 -4.1363
H 2.0237 -0.8885 -5.0256
H 2.8482 -2.8473 -3.3257
H 3.5080 -2.5929 -4.9287
H -0.3597 -1.1455 -4.4751
H -1.1015 -2.3522 -3.4534
H 1.2741 -3.5360 -4.6797
H 0.6867 -3.2813 -7.0580
H 0.6734 -1.6414 -6.4215
H -0.8420 -2.5328 -6.6453
H -1.6572 -4.0900 -5.0921
H 0.2453 -5.4327 -3.1057
H -1.5195 -5.6462 -3.2275
H -0.8701 -4.1465 -2.6053
H 0.0196 -6.4510 -5.1541
H -0.9595 -5.7845 -6.4618
H 0.7135 -5.2826 -6.2578
O -2.7289 1.6419 3.9095
C -3.8666 1.3314 4.1145
O -4.4454 0.4283 3.2909
C -5.7323 -0.1352 3.5393
C -6.8503 0.7334 3.0004
C -4.6880 1.9695 5.2121
H -5.8609 -0.3547 4.6007
H -5.7174 -1.0913 3.0180
H -6.8814 1.7022 3.4990
H -7.8139 0.2432 3.1438
H -6.7027 0.9118 1.9356
H -5.1350 2.8886 4.8363
H -4.0172 2.2188 6.0304
H -5.4722 1.3298 5.6099
O -5.4542 2.6143 9.0929
C -4.4477 2.0717 9.4567
O -3.4175 2.8277 9.8783
C -2.2437 2.2771 10.4850
C -1.2152 1.8546 9.4570
C -4.2830 0.5699 9.3713
H -2.5077 1.4642 11.1629
H -1.8506 3.0858 11.0986
H -1.5867 1.0524 8.8197
H -0.3086 1.5053 9.9515
H -0.9593 2.6957 8.8137
H -3.9277 0.3174 8.3725
H -5.2604 0.1186 9.5194
H -3.6005 0.1491 10.1049
```

calculated total energy of number 2 (C31H55AuBN7OSeSi)? -4524.13853 Ha